Record 1
DFT (the ωB97M-V functional and the def2-TZVPD basis) results for the ion C6H9N2 with charge +1.

- HOMO level (eV) = -11.9061
- relative energy (zero: lowest compared OMol25 entry of this formula, charge and spin) (kcal per mole) = 135.09
- electronic energy (Eh) = -343.10620
- charge = +1

Geometry as XYZ:
```
17
Properties=species:S:1:pos:R:3:forces:R:3
C 1.399 -0.255 1.428 1.62 0.51 1.27
C 0.283 -1.172 1.613 0.52 0.53 1.52
C 1.412 0.750 0.547 -1.95 -0.20 0.48
C -0.840 -1.134 0.987 -2.60 -1.01 -1.67
C 0.135 1.163 -0.278 0.87 2.89 1.83
C -0.019 0.219 -1.311 -0.13 -3.07 -3.13
N 0.200 0.444 -2.606 -0.72 1.28 2.46
N -2.005 -1.310 0.448 -1.65 0.74 -0.42
H 2.241 -0.334 2.223 -1.44 -0.10 -1.79
H 0.337 -1.730 2.577 -0.25 -0.38 -1.14
H 2.252 1.414 0.560 0.26 0.29 -0.34
H -0.834 1.134 0.353 1.68 0.14 -0.58
H 0.307 2.229 -0.565 -0.24 -0.36 0.04
H -0.048 -0.275 -3.239 0.08 -0.71 -0.58
H 0.292 1.370 -3.036 0.30 -0.09 0.27
H -2.180 -1.577 -0.596 1.11 0.07 2.56
H -2.934 -0.937 0.895 2.56 -0.54 -0.78
```
Forces are in eV/Å.

Record 2
DFT (the ωB97M-V functional and the def2-TZVPD basis) results for an isolated molecule of C7H12N2.

- HOMO level (eV) = -9.1941
- structure (SMILES) = C1C[C@H]2C[C@@H]1CC21NN1
- relative energy (zero: lowest compared OMol25 entry of this formula, charge and spin) (kcal per mole) = 55.21
- electronic energy (Eh) = -383.33524

Geometry as XYZ:
```
21
Properties=species:S:1:pos:R:3:forces:R:3
C 1.578 -0.327 -0.722 1.37 -0.54 0.25
C 0.571 -1.375 -0.159 1.05 -0.76 -0.44
C -0.262 -0.647 0.909 -1.08 1.48 0.27
C 0.583 0.625 1.273 -0.59 -0.01 -0.75
C 0.951 0.962 -0.184 -1.23 -1.42 -0.06
C -0.566 1.005 -0.706 1.76 0.55 0.66
C -1.408 0.034 0.091 2.59 0.44 0.45
N -2.404 -0.688 -0.559 -1.74 -1.93 0.20
N -2.766 0.393 0.341 -0.42 1.83 2.95
H 2.636 -0.505 -0.317 -1.43 0.37 -0.08
H 1.772 -0.420 -1.825 -0.77 0.37 0.82
H -0.052 -1.726 -0.985 -0.20 -0.08 0.24
H 1.137 -2.259 0.184 -0.49 0.35 0.21
H -0.554 -1.183 1.791 -0.28 -0.67 0.18
H 1.371 0.359 1.945 0.83 0.01 0.28
H 0.033 1.512 1.681 0.08 -1.05 0.00
H 1.592 1.811 -0.291 -0.11 0.86 -0.36
H -0.920 1.970 -0.517 -0.70 1.61 0.00
H -0.683 0.763 -1.716 0.13 -0.09 -1.84
H -2.668 -0.251 -1.427 0.27 -0.20 -0.65
H -3.171 0.266 1.340 0.97 -1.13 -2.32
```
Forces are in eV/Å.

Record 3
DFT (the ωB97M-V functional and the def2-TZVPD basis) results for a structure of composition C22H36CdO2P2.

- HOMO level (eV) = -5.3060
- relative energy (zero: lowest compared OMol25 entry of this formula, charge and spin) (kcal per mole) = 100.43
- electronic energy (Eh) = -1860.56086

Geometry as XYZ:
```
63
Properties=species:S:1:pos:R:3:forces:R:3
P -1.287 1.454 1.884 2.49 -3.44 -1.43
P 0.439 -0.970 -1.567 -1.04 -1.13 1.02
C 0.127 0.624 0.955 -0.24 1.58 1.63
C 0.354 0.640 -0.577 0.34 0.28 -0.45
H 0.297 -0.317 1.604 -0.32 1.68 -0.73
H 0.988 1.178 1.317 -0.48 -0.01 0.01
H -0.486 1.196 -1.042 0.50 -0.44 -0.12
H 1.321 1.142 -0.743 -0.78 0.40 0.09
C 1.917 -2.074 -1.215 0.73 0.29 0.06
H 1.620 -3.107 -1.497 0.00 0.65 -0.02
H 2.212 -2.109 -0.139 -0.27 -0.05 -1.23
H 2.781 -1.751 -1.807 0.10 -0.26 0.03
C 0.752 -0.548 -3.295 -0.31 0.14 -0.28
H 1.766 -0.841 -3.583 -0.19 0.21 -0.16
H 0.568 0.520 -3.479 0.02 -0.38 -0.18
H -0.004 -1.180 -3.802 0.55 0.62 -0.25
C -0.845 1.338 3.638 -0.45 0.04 0.47
H -1.801 1.448 4.188 0.54 -0.04 -0.09
H -0.145 2.107 3.992 -0.19 -0.12 -0.34
H -0.421 0.347 3.885 -0.30 0.31 -0.35
C -1.399 3.146 1.398 -0.98 0.99 -0.04
H -1.283 3.262 0.322 -0.10 -0.23 -0.08
H -0.684 3.825 1.875 -0.03 -0.53 0.13
H -2.404 3.471 1.676 -0.06 0.34 -0.12
Cd 0.070 -1.948 0.807 -1.49 -3.72 0.98
C 3.555 0.820 -0.232 0.56 -0.45 -1.24
C 3.763 -0.335 0.411 1.65 -0.26 -0.63
C 4.348 -0.468 1.779 0.21 0.12 0.30
C 4.032 0.674 2.747 0.33 -0.04 0.39
C 2.675 1.281 2.625 -0.40 1.43 0.28
C 2.395 2.392 1.912 0.59 0.47 1.62
C 3.354 3.084 1.006 0.72 0.64 -0.55
C 4.196 2.130 0.129 0.18 0.58 0.37
C -2.749 0.394 1.639 -0.58 1.03 -0.37
H 3.133 0.817 -1.263 0.56 -0.39 0.70
H 3.951 -1.259 -0.167 -1.24 0.58 0.36
H 5.434 -0.556 1.676 0.09 0.01 0.04
H 4.043 -1.406 2.243 -0.23 -0.11 -0.23
H 4.100 0.301 3.781 0.11 0.02 -0.32
H 4.789 1.459 2.670 -0.13 -0.02 -0.06
H 1.916 0.864 3.301 0.21 0.20 -0.37
H 1.526 3.027 2.153 -0.05 -0.84 -0.27
H 4.040 3.730 1.588 -0.19 -0.29 -0.04
H 2.863 3.806 0.335 -0.32 -0.33 0.30
H 4.466 2.641 -0.811 -0.28 -0.15 0.28
H 5.172 1.969 0.611 -0.36 -0.25 -0.03
H -3.156 0.596 0.631 0.17 -0.07 0.27
H -3.451 0.736 2.399 -0.39 -0.16 -0.04
H -2.648 -0.709 1.680 0.73 0.66 0.16
O -2.212 -2.611 -0.510 -1.52 0.79 -1.11
C -2.848 -1.832 -1.300 0.67 0.76 0.04
O -2.601 -0.597 -1.481 -0.16 -0.66 0.59
C -4.033 -2.329 -2.187 -0.33 -0.64 -0.53
C -4.381 -3.688 -2.237 -0.34 -0.29 0.15
C -5.472 -4.171 -2.982 0.14 0.68 -0.37
C -6.234 -3.289 -3.758 0.19 0.39 0.67
C -5.899 -1.919 -3.765 0.33 -0.54 -0.06
C -4.792 -1.461 -3.022 -0.30 -0.16 0.21
H -3.828 -4.422 -1.654 0.12 0.37 0.03
H -5.721 -5.235 -2.992 0.16 0.31 0.15
H -7.126 -3.653 -4.271 0.34 0.14 -0.05
H -6.493 -1.235 -4.402 0.52 -0.34 0.58
H -4.561 -0.396 -3.076 0.17 -0.35 0.22
```
Forces are in eV/Å.

Record 4
DFT (the ωB97M-V functional and the def2-TZVPD basis) results for a cluster of 2 separate species, C6H12O in total.

- HOMO level (eV) = -9.4533
- structure (SMILES) = CC[C@H]1[C@H]2C[C@@H]12.O
- relative energy (zero: lowest compared OMol25 entry of this formula, charge and spin) (kcal per mole) = 54.42
- electronic energy (Eh) = -310.97255

Geometry as XYZ:
```
19
Properties=species:S:1:pos:R:3:forces:R:3
C 1.145 -0.093 1.865 0.05 -0.02 0.01
C -0.313 -0.056 1.408 -0.07 0.04 -0.01
C -0.546 -0.805 0.108 0.06 -0.11 0.15
C -1.753 -0.614 -0.746 -0.24 -0.18 0.01
C -1.537 0.783 -1.221 -0.07 0.23 -0.02
C -0.418 -0.211 -1.268 0.17 -0.08 -0.18
H 1.484 -1.128 1.997 -0.04 0.14 -0.02
H 1.810 0.386 1.137 -0.12 -0.09 0.15
H 1.266 0.418 2.826 -0.01 -0.07 -0.14
H -0.652 0.982 1.318 0.06 -0.15 0.00
H -0.955 -0.522 2.168 0.11 0.09 -0.07
H -0.198 -1.841 0.156 -0.09 0.11 0.00
H -2.409 -1.365 -1.164 0.10 0.13 0.04
H -1.501 1.610 -0.512 -0.01 -0.15 -0.11
H -1.993 1.045 -2.174 0.08 -0.06 0.13
H 0.068 -0.633 -2.139 -0.09 0.10 0.12
O 2.413 0.990 -1.183 -0.04 -0.10 -0.08
H 1.456 0.939 -1.045 0.12 0.04 -0.04
H 2.632 0.116 -1.530 0.05 0.14 0.05
```
Forces are in eV/Å.

Record 5
DFT (the ωB97M-V functional and the def2-TZVPD basis) results for a structure of composition C29H34NO4OsS2.

- HOMO level (alpha / beta) (eV) = -17.5156 / -17.5156
- relative energy (zero: lowest compared OMol25 entry of this formula, charge and spin) (kcal per mole) = 41.95
- electronic energy (Eh) = -2367.19200
- charge = +3

Geometry as XYZ:
```
71
Properties=species:S:1:pos:R:3:forces:R:3
Os -1.034 -0.069 -1.065 0.05 0.80 -0.24
C -2.426 4.083 0.318 -0.02 -0.06 0.01
C -2.048 3.099 -0.731 0.05 0.11 0.08
C -3.032 2.255 -1.304 -0.06 -0.13 0.13
C -2.738 1.378 -2.328 -0.06 -0.11 -0.25
C -3.804 0.580 -3.020 0.01 0.02 0.00
C -1.382 1.311 -2.770 0.26 -0.25 -0.13
C -0.366 2.158 -2.214 0.11 -0.23 -0.16
C 1.006 2.164 -2.800 0.00 0.00 0.00
C -0.725 2.999 -1.162 0.07 -0.03 0.15
H -2.659 5.040 -0.165 -0.01 -0.01 -0.02
H -1.605 4.267 1.009 0.01 0.01 0.00
H -3.319 3.777 0.863 0.01 0.00 0.00
H -4.052 2.325 -0.943 0.01 -0.01 0.03
H -4.385 1.247 -3.662 0.01 0.01 0.00
H -4.495 0.123 -2.312 0.00 0.01 0.01
H -3.379 -0.193 -3.658 0.00 0.00 0.01
H -1.170 0.823 -3.713 -0.02 0.04 -0.02
H 1.016 2.883 -3.627 -0.02 0.01 0.00
H 1.282 1.196 -3.218 0.00 0.01 -0.01
H 1.757 2.489 -2.082 -0.02 0.00 0.01
H 0.029 3.633 -0.711 0.01 0.00 0.01
O 0.394 -0.885 -0.014 0.08 0.11 0.07
S 0.856 -2.418 -0.059 0.02 -0.07 -0.07
C 0.078 -3.083 1.430 0.00 0.05 0.04
C 0.477 -2.504 2.781 -0.02 0.01 0.00
C 0.134 -1.030 3.012 -0.06 -0.08 -0.03
C -1.372 -0.751 3.019 0.04 -0.06 -0.07
S -1.922 0.779 2.239 0.07 0.04 0.11
O -1.759 0.584 0.716 -0.20 -0.20 0.19
C -0.685 1.934 2.741 -0.04 0.08 0.02
C 0.510 2.109 2.052 0.01 0.04 -0.01
C 1.411 3.054 2.516 -0.01 -0.02 -0.02
C 1.120 3.797 3.657 0.01 0.00 0.01
C -0.077 3.611 4.335 -0.01 0.00 0.01
C -0.999 2.683 3.871 0.00 0.01 -0.04
C 2.574 -2.362 0.276 0.04 0.02 0.02
C 3.181 -1.282 0.910 0.00 -0.04 0.02
C 4.539 -1.359 1.165 0.01 0.00 0.00
C 5.258 -2.497 0.809 0.00 0.00 0.00
C 4.635 -3.564 0.176 -0.01 0.02 0.01
C 3.280 -3.499 -0.111 -0.01 0.05 -0.02
H 0.336 -4.145 1.368 0.00 0.00 0.00
H -0.991 -3.007 1.209 -0.01 -0.01 -0.01
H 1.547 -2.651 2.938 0.01 0.01 -0.02
H -0.022 -3.125 3.529 0.02 -0.02 0.01
H 0.623 -0.421 2.259 0.05 0.01 -0.01
H 0.556 -0.724 3.969 -0.02 0.00 0.00
H -1.778 -0.673 4.031 0.00 0.01 -0.01
H -1.977 -1.504 2.506 0.02 -0.05 0.03
H 0.732 1.523 1.168 0.00 0.01 -0.01
H 2.347 3.213 1.997 0.00 0.00 0.00
H 1.831 4.530 4.015 0.00 0.00 0.00
H -0.302 4.197 5.215 0.00 0.00 0.00
H -1.950 2.556 4.377 0.00 0.00 0.00
H 2.617 -0.401 1.182 -0.01 0.00 0.01
H 5.043 -0.532 1.646 0.00 0.00 0.00
H 6.318 -2.546 1.019 0.00 0.00 0.00
H 5.203 -4.439 -0.108 0.00 0.00 0.00
H 2.791 -4.317 -0.628 0.00 -0.01 -0.01
O -2.119 -1.693 -1.460 -0.11 -0.13 0.00
C -1.370 -2.097 -2.447 -0.18 0.05 0.04
C -1.420 -3.261 -3.363 -0.04 -0.06 0.04
C -0.123 -3.047 -4.167 0.01 -0.01 -0.02
C 0.453 -1.711 -3.724 0.05 0.26 0.14
O 1.387 -1.099 -4.117 0.01 -0.01 0.00
N -0.399 -1.249 -2.633 -0.04 -0.16 0.03
H -2.321 -3.210 -3.979 -0.02 -0.02 0.01
H -1.460 -4.203 -2.815 -0.01 0.01 0.00
H -0.277 -3.030 -5.245 0.00 0.01 0.00
H 0.623 -3.815 -3.964 0.00 -0.01 -0.02
```
Forces are in eV/Å.

Which of these has the lowest relative energy (zero: lowest compared OMol25 entry of this formula, charge and spin)? C29H34NO4OsS2

The lowest relative energy (zero: lowest compared OMol25 entry of this formula, charge and spin) belongs to which entry? C29H34NO4OsS2

Which formula does entry 5 have? C29H34NO4OsS2

Which of these has the lowest electronic energy? C29H34NO4OsS2